1.
The following is a DFT calculation (ωB97M-V with the def2-TZVPD basis set) of 8 unconnected molecules or ions with the total composition C11H32BN8O17.

The charge is +1. The calculation puts the total energy at -59306.7944 eV. The calculation puts the LUMO energy at -3.388 eV.

Last column: Löwdin charge in e.
Positions of all 69 atoms, in Å:
O (1.91, -1.76, 2.39)  0.1942
B (1.15, -0.62, 2.23)  -0.6186
O (-0.17, -0.63, 2.52)  0.1891
C (1.77, 0.71, 1.61)  -0.1040
C (1.42, 1.89, 2.48)  -0.1477
O (2.14, 1.78, 3.69)  -0.0880
C (3.52, 2.00, 3.55)  -0.1449
C (4.18, 1.34, 2.32)  -0.0531
N (3.25, 0.62, 1.36)  0.1236
H (2.70, -1.66, 2.94)  0.1200
H (-0.29, -0.99, 3.42)  0.1034
H (1.30, 0.87, 0.63)  0.1593
H (0.37, 1.80, 2.74)  0.1409
H (1.57, 2.86, 1.99)  0.1501
H (3.73, 3.06, 3.54)  0.1335
H (3.97, 1.59, 4.45)  0.1355
H (4.71, 2.09, 1.74)  0.1300
H (4.93, 0.62, 2.64)  0.1023
H (3.43, 1.00, 0.43)  0.1860
H (3.53, -0.36, 1.31)  0.1580
C (-2.26, 1.55, -1.09)  0.0511
N (-0.91, 2.06, -1.47)  -0.4489
O (-0.29, 1.43, -2.31)  0.0474
O (-0.51, 3.07, -0.93)  0.0570
H (-2.46, 0.65, -1.66)  0.0978
H (-2.23, 1.35, -0.02)  0.0899
H (-2.98, 2.33, -1.31)  0.0926
C (-2.95, -2.19, 3.87)  0.0537
N (-2.45, -2.11, 5.26)  -0.4361
O (-1.46, -1.42, 5.44)  0.0442
O (-3.04, -2.72, 6.11)  0.1112
H (-2.32, -1.58, 3.24)  0.0658
H (-2.90, -3.23, 3.56)  0.1143
H (-3.98, -1.85, 3.84)  0.0922
C (-2.41, 2.62, -4.80)  0.0444
N (-3.66, 3.09, -4.13)  -0.4418
O (-3.96, 4.26, -4.22)  0.0831
O (-4.28, 2.26, -3.48)  0.0370
H (-1.95, 3.47, -5.30)  0.1038
H (-1.78, 2.21, -4.02)  0.0593
H (-2.69, 1.85, -5.50)  0.0946
C (-0.75, -1.64, -6.35)  0.0536
N (-0.93, -0.48, -5.44)  -0.4283
O (-1.63, -0.62, -4.46)  0.0476
O (-0.36, 0.55, -5.73)  0.0561
H (-1.32, -2.47, -5.94)  0.0873
H (-1.11, -1.34, -7.33)  0.1034
H (0.31, -1.86, -6.38)  0.1031
C (7.59, -1.31, -0.22)  0.0650
N (6.86, -0.80, 0.97)  -0.4374
O (6.28, -1.60, 1.68)  0.0656
O (6.86, 0.40, 1.16)  0.0514
H (7.49, -2.39, -0.25)  0.1012
H (7.15, -0.84, -1.10)  0.1050
H (8.63, -1.01, -0.11)  0.1100
C (-0.88, -2.94, -1.26)  0.0513
N (-1.05, -3.05, -2.73)  -0.4473
O (-2.14, -3.34, -3.16)  0.0878
O (-0.06, -2.84, -3.41)  0.0457
H (-1.84, -3.15, -0.79)  0.0972
H (-0.13, -3.66, -0.96)  0.1006
H (-0.55, -1.93, -1.05)  0.0877
C (-5.01, 1.07, 2.03)  0.0510
N (-5.35, -0.38, 1.89)  -0.4563
O (-6.32, -0.79, 2.49)  0.0905
O (-4.62, -1.06, 1.19)  0.0369
H (-5.74, 1.53, 2.68)  0.0990
H (-4.01, 1.12, 2.46)  0.0925
H (-5.03, 1.50, 1.04)  0.0973

2.
The following is a DFT calculation (ωB97M-V with the def2-TZVPD basis set) of a molecular structure, C11H33Cl2MnO14P3.

Its spin multiplicity is 6. Its expectation value of S² is 9.12. The calculation puts the total energy at -124838.5692 eV. The calculation puts the LUMO energy (spin up / spin down) at -3.402 / -2.808 eV.

Last column: Löwdin spin population.
Positions of all 64 atoms, in Å:
Mn (-0.67, 0.48, 0.10)  5.3384
Cl (0.13, -2.57, -2.13)  -0.4264
Cl (-1.86, 3.03, 2.21)  0.0442
C (-6.76, -1.39, 1.12)  0.0000
O (-6.68, -1.90, -0.20)  0.0001
P (-5.77, -1.11, -1.35)  0.0001
O (-4.50, -0.54, -0.77)  0.0102
O (-5.49, -2.34, -2.41)  0.0000
C (-6.66, -2.72, -3.06)  0.0000
O (-6.76, -0.07, -2.13)  0.0001
C (-6.21, 1.14, -2.57)  0.0000
H (-5.98, -0.72, 1.47)  0.0000
H (-6.57, -2.18, 1.85)  0.0000
H (-7.72, -0.90, 1.33)  0.0000
H (-6.15, -3.18, -3.91)  0.0000
H (-7.34, -1.93, -3.38)  0.0000
H (-7.17, -3.50, -2.50)  0.0000
H (-5.94, 1.08, -3.63)  0.0000
H (-5.34, 1.55, -2.06)  0.0000
H (-7.06, 1.81, -2.48)  0.0000
C (5.95, -0.29, 0.33)  0.0000
O (5.87, 0.80, -0.50)  0.0000
P (4.70, 1.90, -0.48)  0.0001
O (3.31, 1.46, -0.03)  0.0095
O (5.35, 3.07, 0.47)  0.0001
C (5.33, 3.09, 1.87)  0.0000
O (4.69, 2.38, -2.04)  0.0000
C (5.80, 2.99, -2.66)  0.0000
H (6.45, -1.15, -0.11)  0.0000
H (5.02, -0.66, 0.77)  0.0000
H (6.67, -0.10, 1.13)  0.0000
H (4.96, 4.08, 2.16)  0.0000
H (6.38, 2.84, 2.01)  0.0000
H (4.64, 2.31, 2.18)  0.0000
H (6.75, 3.16, -2.15)  0.0000
H (5.48, 3.98, -2.97)  0.0000
H (6.00, 2.54, -3.63)  0.0000
C (2.50, -1.37, 5.08)  0.0000
O (2.45, -2.76, 4.69)  0.0001
P (1.42, -3.22, 3.53)  0.0001
O (0.73, -2.17, 2.76)  0.0128
O (2.16, -4.23, 2.63)  0.0001
C (2.94, -5.33, 3.11)  0.0000
O (0.39, -4.13, 4.43)  0.0001
C (-0.84, -4.64, 3.84)  0.0000
H (1.85, -0.70, 4.52)  0.0000
H (3.51, -0.98, 5.18)  0.0000
H (2.09, -1.25, 6.08)  0.0000
H (2.68, -6.25, 2.58)  0.0000
H (3.17, -5.33, 4.18)  0.0000
H (3.90, -5.14, 2.64)  0.0000
H (-1.06, -5.61, 4.28)  0.0000
H (-0.76, -4.82, 2.77)  0.0000
H (-1.67, -3.93, 3.90)  0.0000
C (-1.02, 5.17, -3.97)  0.0001
C (-0.26, 4.27, -3.12)  0.0001
O (-0.88, 3.04, -3.02)  0.0100
O (-1.23, 4.62, -5.26)  0.0000
H (-0.62, 6.18, -3.89)  0.0000
H (-1.94, 5.34, -3.41)  0.0000
H (-0.22, 4.62, -2.09)  0.0000
H (0.71, 4.09, -3.59)  0.0000
H (-0.98, 2.89, -3.96)  -0.0001
H (-1.86, 5.16, -5.73)  0.0000

3.
The following is a DFT calculation (ωB97M-V with the def2-TZVPD basis set) of a molecular structure, C11H33GaN8O15P.

The charge is -1. The calculation puts the total energy at -116216.8885 eV. The calculation puts the LUMO energy at 0.737 eV.

Last column: Löwdin charge in e.
Positions of all 69 atoms, in Å:
C (-4.41, -2.17, -4.23)  -0.1033
C (-3.54, -0.95, -4.07)  -0.2347
C (-1.87, -1.02, -4.05)  -0.3090
Ga (-1.35, -0.72, -2.04)  0.3102
C (-2.68, -1.95, -0.96)  -0.3798
N (-1.96, -2.78, 0.07)  -0.1339
P (-1.78, 1.56, -1.52)  0.5459
O (-3.09, 2.10, -2.26)  -0.6730
H (-4.09, -3.08, -4.93)  0.0364
H (-5.45, -2.16, -3.66)  0.0452
H (-3.99, 0.14, -3.89)  0.0884
H (-1.51, -2.11, -4.32)  0.0405
H (-1.44, -0.19, -4.77)  0.0350
H (0.18, -1.03, -1.73)  -0.0715
H (-3.24, -2.70, -1.70)  0.0497
H (-3.52, -1.26, -0.52)  0.0356
H (-2.71, -3.34, 0.58)  0.0496
H (-1.36, -3.46, -0.46)  0.0000
H (-1.96, 1.60, -0.07)  -0.0546
H (-0.62, 2.40, -1.80)  -0.0685
C (2.23, 1.94, 0.86)  0.0249
N (0.93, 1.22, 0.82)  -0.4044
O (0.73, 0.47, -0.15)  -0.0648
O (0.15, 1.42, 1.75)  0.0278
H (2.82, 1.67, -0.02)  0.1020
H (2.02, 3.01, 0.87)  0.0771
H (2.75, 1.63, 1.78)  0.0664
C (-6.32, -0.50, 0.94)  0.0343
N (-7.00, -1.59, 0.18)  -0.4240
O (-6.33, -2.59, -0.10)  0.0510
O (-8.18, -1.40, -0.13)  0.0287
H (-5.29, -0.80, 1.14)  0.0863
H (-6.35, 0.40, 0.33)  0.1066
H (-6.87, -0.37, 1.88)  0.0943
C (-3.66, -6.95, -3.72)  0.0327
N (-3.49, -5.65, -4.42)  -0.4171
O (-3.89, -5.58, -5.59)  0.0347
O (-2.97, -4.74, -3.78)  0.0418
H (-4.14, -7.66, -4.41)  0.0890
H (-2.67, -7.30, -3.43)  0.0985
H (-4.29, -6.78, -2.85)  0.1010
C (2.31, -3.31, -1.50)  0.0299
N (1.45, -4.53, -1.47)  -0.4076
O (1.94, -5.58, -1.89)  0.0330
O (0.30, -4.38, -1.03)  0.0388
H (3.29, -3.58, -1.91)  0.0887
H (1.82, -2.57, -2.13)  0.0668
H (2.41, -2.96, -0.47)  0.1036
C (4.59, 1.63, 5.00)  0.0306
N (5.09, 0.99, 3.75)  -0.4089
O (4.65, 1.43, 2.68)  0.0373
O (5.92, 0.08, 3.88)  0.0562
H (3.88, 2.41, 4.74)  0.1005
H (4.11, 0.85, 5.59)  0.1093
H (5.45, 2.05, 5.52)  0.0786
C (3.06, 6.67, -0.47)  0.0426
N (3.48, 5.62, 0.50)  -0.4095
O (3.46, 4.45, 0.11)  0.0427
O (3.81, 6.00, 1.63)  0.0447
H (2.80, 6.19, -1.42)  0.1005
H (2.20, 7.19, -0.05)  0.1038
H (3.91, 7.34, -0.61)  0.0999
C (6.23, 5.14, 5.83)  0.0417
N (5.15, 4.93, 6.84)  -0.4143
O (4.55, 5.93, 7.24)  0.0641
O (4.94, 3.76, 7.20)  0.0341
H (6.31, 6.20, 5.61)  0.0982
H (7.16, 4.77, 6.26)  0.1036
H (5.96, 4.58, 4.93)  0.0959